[1]
Here is 3 unconnected molecules or ions with the total composition C2H12NO2S2 in a non-equilibrium geometry from the OMol25 dataset. Energies are from the ωB97M-V functional and the def2-TZVPD basis.

Positions of all 19 atoms, in Å:
N (-0.01, 0.26, 0.78)
C (-0.15, 0.78, -0.60)
C (-1.28, 1.75, -0.87)
S (-3.04, 1.12, -0.83)
S (-3.10, -0.56, 0.29)
H (0.95, -0.08, 0.97)
H (1.87, -2.10, 1.39)
H (-0.35, 0.94, 1.48)
H (-0.27, -0.04, -1.33)
H (0.84, 1.01, -1.02)
H (-1.25, 2.59, -0.16)
H (-1.26, 2.05, -1.91)
H (-2.76, -1.47, -0.66)
H (2.71, -0.44, -1.09)
H (3.55, 0.00, 0.09)
O (2.64, 0.04, -0.24)
H (0.55, -3.03, 1.58)
H (-0.54, -0.62, 0.86)
O (0.90, -2.19, 1.26)

The energy above the lowest of the compared OMol25 structures with the same formula, charge and spin comes out at 6.39 kcal per mole. Its HOMO energy (spin up / spin down) is -2.831 / -9.775 eV. Its electronic energy is -1084.86547 a.u. The frontier orbital gap (spin up / spin down) is 0.113 / 0.367 hartree. As for the spin multiplicity: 2. The expectation value of S² is 0.751.


[2]
Here is 14 unconnected molecules or ions with the total composition C72H183N11O28 in a non-equilibrium geometry from the OMol25 dataset. Energies are from the ωB97M-V functional and the def2-TZVPD basis.

Positions of all 294 atoms, in Å:
C (-5.94, 2.47, 3.16)
C (-5.32, 2.21, 1.78)
O (-6.03, 2.91, 0.76)
O (-5.83, 3.83, 3.47)
H (-5.38, 1.97, 3.94)
H (-7.01, 2.29, 3.19)
H (-5.27, 1.14, 1.56)
H (-4.35, 2.70, 1.71)
H (-5.35, 3.27, 0.19)
H (-6.19, 4.35, 2.75)
C (-8.00, 0.83, 5.90)
C (-8.96, 0.03, 4.99)
O (-8.40, -1.20, 4.64)
O (-8.09, 0.24, 7.19)
H (-8.33, 1.87, 5.93)
H (-6.97, 0.76, 5.55)
H (-9.25, 0.58, 4.09)
H (-9.88, -0.24, 5.50)
H (-9.16, -1.72, 4.40)
H (-7.66, -0.62, 7.16)
C (-6.10, -3.71, 6.60)
C (-7.21, -4.71, 7.01)
O (-8.21, -4.75, 5.96)
O (-6.55, -2.33, 6.77)
H (-5.87, -3.90, 5.55)
H (-5.21, -3.88, 7.21)
H (-7.74, -4.20, 7.82)
H (-6.82, -5.68, 7.34)
H (-8.78, -5.48, 6.20)
H (-7.07, -2.02, 6.02)
C (5.50, 5.09, 3.63)
O (5.74, 3.73, 3.86)
C (4.94, 3.03, 4.79)
C (3.93, 2.21, 3.96)
N (3.08, 1.37, 4.83)
C (2.15, 0.62, 3.95)
C (1.32, -0.32, 4.80)
O (0.40, -1.10, 4.05)
C (0.93, -2.27, 3.42)
H (5.69, 5.69, 4.51)
H (4.51, 5.31, 3.23)
H (6.22, 5.47, 2.90)
H (4.48, 3.69, 5.52)
H (5.54, 2.34, 5.39)
H (4.50, 1.69, 3.19)
H (3.23, 2.82, 3.38)
H (3.57, 0.82, 5.52)
H (2.72, -0.04, 3.31)
H (1.50, 1.28, 3.37)
H (0.62, 0.34, 5.31)
H (1.94, -0.90, 5.48)
H (0.24, -2.82, 2.77)
H (1.30, -3.02, 4.11)
H (1.76, -2.01, 2.77)
C (5.34, 8.20, 2.42)
O (4.20, 7.64, 2.96)
C (3.77, 8.31, 4.16)
C (2.86, 7.33, 4.95)
N (1.76, 6.97, 4.11)
C (0.96, 5.94, 4.80)
C (-0.18, 5.40, 3.93)
O (0.27, 4.85, 2.70)
C (-0.85, 4.67, 1.78)
H (5.21, 9.28, 2.30)
H (5.39, 7.93, 1.37)
H (6.19, 7.92, 3.05)
H (3.19, 9.18, 3.83)
H (4.58, 8.68, 4.79)
H (2.51, 7.74, 5.90)
H (3.45, 6.44, 5.15)
H (2.19, 6.50, 3.33)
H (0.53, 6.45, 5.66)
H (1.50, 5.09, 5.22)
H (-0.83, 6.24, 3.68)
H (-0.76, 4.60, 4.39)
H (-1.66, 4.18, 2.33)
H (-0.73, 4.05, 0.89)
H (-1.22, 5.59, 1.33)
C (3.15, 2.98, -9.17)
O (2.95, 1.59, -8.87)
C (1.73, 1.44, -8.10)
C (1.43, -0.09, -7.97)
N (0.10, -0.34, -7.47)
C (-0.21, -1.75, -7.37)
C (0.50, -2.61, -6.24)
O (0.03, -2.03, -4.99)
C (0.48, -2.71, -3.89)
H (2.54, 3.44, -9.95)
H (4.15, 3.19, -9.53)
H (3.15, 3.62, -8.28)
H (0.93, 1.97, -8.63)
H (1.76, 1.92, -7.12)
H (2.18, -0.48, -7.28)
H (1.58, -0.64, -8.90)
H (-0.02, 0.05, -6.54)
H (-0.01, -2.25, -8.31)
H (-1.28, -1.92, -7.25)
H (1.58, -2.58, -6.34)
H (0.15, -3.63, -6.41)
H (0.24, -3.77, -3.97)
H (-0.03, -2.39, -2.99)
H (1.53, -2.55, -3.65)
C (2.78, 7.34, -7.03)
O (2.07, 6.16, -6.88)
C (1.08, 5.86, -7.85)
C (0.07, 4.87, -7.14)
N (-0.70, 5.67, -6.14)
C (-1.43, 4.79, -5.25)
C (-1.51, 5.37, -3.83)
O (-0.14, 5.58, -3.32)
C (-0.18, 5.74, -1.90)
H (2.15, 8.23, -7.03)
H (3.25, 7.32, -8.01)
H (3.48, 7.44, -6.21)
H (1.54, 5.42, -8.74)
H (0.62, 6.82, -8.08)
H (0.71, 4.12, -6.69)
H (-0.59, 4.45, -7.91)
H (0.02, 6.18, -5.65)
H (-0.95, 3.82, -5.14)
H (-2.47, 4.66, -5.53)
H (-1.98, 4.59, -3.24)
H (-2.08, 6.30, -3.81)
H (0.75, 5.54, -1.35)
H (-0.84, 5.07, -1.35)
H (-0.33, 6.76, -1.56)
C (0.65, -6.04, -1.61)
O (1.49, -4.98, -1.38)
C (0.85, -4.04, -0.52)
C (1.64, -2.77, -0.28)
N (3.09, -3.07, -0.44)
C (3.87, -1.85, -0.81)
C (3.54, -1.26, -2.19)
O (4.07, -2.03, -3.27)
C (4.10, -1.37, -4.51)
H (0.40, -6.55, -0.68)
H (1.17, -6.75, -2.25)
H (-0.24, -5.71, -2.13)
H (0.73, -4.49, 0.47)
H (-0.08, -3.72, -0.97)
H (1.53, -2.22, 0.65)
H (1.30, -2.10, -1.08)
H (3.25, -3.75, -1.17)
H (4.92, -2.11, -0.66)
H (3.76, -1.04, -0.09)
H (4.06, -0.30, -2.19)
H (2.48, -1.04, -2.31)
H (4.50, -1.97, -5.32)
H (4.73, -0.48, -4.47)
H (3.14, -1.04, -4.91)
C (10.22, 3.83, -2.88)
O (8.98, 3.35, -3.45)
C (9.20, 2.78, -4.74)
C (7.92, 2.29, -5.43)
N (6.86, 3.30, -5.33)
C (5.69, 2.91, -6.06)
C (4.53, 3.88, -5.73)
O (4.45, 4.04, -4.34)
C (3.30, 4.78, -3.98)
H (10.85, 2.99, -2.60)
H (10.05, 4.55, -2.07)
H (10.83, 4.31, -3.65)
H (9.86, 1.92, -4.65)
H (9.65, 3.48, -5.45)
H (7.71, 1.41, -4.82)
H (8.01, 1.87, -6.44)
H (6.65, 3.31, -4.34)
H (5.45, 1.90, -5.74)
H (5.76, 2.98, -7.14)
H (3.60, 3.45, -6.10)
H (4.68, 4.89, -6.11)
H (2.44, 4.24, -4.39)
H (3.46, 5.79, -4.37)
H (3.15, 4.68, -2.91)
C (-2.16, -0.56, -3.11)
O (-2.76, -1.79, -3.04)
C (-2.80, -2.34, -1.73)
C (-3.05, -3.88, -1.84)
N (-3.24, -4.51, -0.50)
C (-4.61, -4.27, -0.02)
C (-4.86, -4.88, 1.34)
O (-6.27, -4.96, 1.52)
C (-6.56, -5.91, 2.57)
H (-1.07, -0.58, -3.15)
H (-2.54, 0.06, -2.29)
H (-2.55, -0.07, -4.00)
H (-3.66, -1.84, -1.29)
H (-1.87, -2.17, -1.18)
H (-2.17, -4.25, -2.37)
H (-3.95, -4.08, -2.42)
H (-2.99, -5.49, -0.45)
H (-5.30, -4.74, -0.72)
H (-4.96, -3.24, -0.15)
H (-4.39, -4.24, 2.09)
H (-4.34, -5.84, 1.29)
H (-6.26, -6.95, 2.46)
H (-7.64, -6.03, 2.65)
H (-6.12, -5.57, 3.51)
C (-1.35, -5.20, 2.25)
O (-0.37, -5.54, 3.26)
C (-0.64, -5.30, 4.61)
C (0.50, -5.84, 5.48)
N (1.08, -7.07, 4.92)
C (2.33, -7.51, 5.57)
C (2.15, -7.92, 7.03)
O (3.31, -8.55, 7.60)
C (3.00, -9.04, 8.89)
H (-0.98, -5.53, 1.28)
H (-1.43, -4.11, 2.26)
H (-2.34, -5.59, 2.48)
H (-1.57, -5.79, 4.90)
H (-0.79, -4.23, 4.77)
H (0.37, -5.89, 6.56)
H (1.28, -5.08, 5.39)
H (1.17, -6.95, 3.92)
H (3.12, -6.77, 5.47)
H (2.70, -8.35, 4.98)
H (1.25, -8.53, 7.07)
H (1.87, -7.05, 7.62)
H (2.17, -9.75, 8.90)
H (2.71, -8.20, 9.52)
H (3.82, -9.52, 9.42)
C (7.54, -3.50, -1.80)
O (8.37, -2.85, -0.76)
C (9.26, -1.88, -1.33)
C (8.70, -0.63, -2.06)
N (7.89, 0.17, -1.13)
C (7.13, 1.10, -1.87)
C (6.16, 1.96, -1.00)
O (5.05, 1.21, -0.62)
C (3.91, 1.93, -0.13)
H (6.98, -4.34, -1.39)
H (8.18, -4.08, -2.46)
H (6.92, -2.94, -2.49)
H (9.92, -2.43, -2.00)
H (9.88, -1.56, -0.49)
H (8.06, -0.93, -2.89)
H (9.51, -0.06, -2.50)
H (7.31, -0.50, -0.65)
H (6.57, 0.69, -2.71)
H (7.85, 1.80, -2.29)
H (5.97, 2.78, -1.70)
H (6.62, 2.41, -0.11)
H (4.23, 2.32, 0.84)
H (3.14, 1.18, 0.07)
H (3.61, 2.73, -0.80)
C (-4.40, -1.17, 3.74)
O (-3.79, -0.27, 2.82)
C (-2.80, -0.85, 1.99)
C (-1.87, 0.24, 1.37)
N (-0.52, -0.18, 1.27)
C (0.36, 0.82, 0.72)
C (0.33, 0.88, -0.87)
O (1.26, 1.77, -1.45)
C (1.22, 1.99, -2.87)
H (-3.82, -1.63, 4.53)
H (-4.96, -1.91, 3.16)
H (-5.20, -0.84, 4.41)
H (-3.23, -1.44, 1.19)
H (-2.26, -1.61, 2.56)
H (-1.89, 1.04, 2.11)
H (-2.31, 0.62, 0.45)
H (-0.20, -0.46, 2.18)
H (1.33, 0.47, 1.08)
H (0.18, 1.80, 1.15)
H (-0.68, 1.16, -1.19)
H (0.50, -0.16, -1.17)
H (1.00, 1.10, -3.47)
H (2.17, 2.37, -3.23)
H (0.38, 2.64, -3.13)
C (-7.46, 0.15, -0.86)
O (-8.01, -1.05, -0.63)
C (-7.75, -1.49, 0.72)
C (-8.21, -2.94, 0.90)
N (-9.70, -3.06, 0.86)
C (-10.16, -4.35, 0.43)
C (-11.70, -4.61, 0.61)
O (-11.90, -4.51, 2.05)
C (-13.29, -4.50, 2.43)
H (-7.92, 1.01, -0.38)
H (-7.50, 0.42, -1.92)
H (-6.38, 0.05, -0.81)
H (-8.34, -0.90, 1.42)
H (-6.68, -1.48, 0.95)
H (-7.85, -3.29, 1.87)
H (-7.69, -3.47, 0.11)
H (-10.00, -3.02, 1.82)
H (-9.61, -5.13, 0.96)
H (-10.04, -4.46, -0.65)
H (-12.04, -5.58, 0.25)
H (-12.32, -3.94, 0.01)
H (-13.78, -3.71, 1.87)
H (-13.31, -4.23, 3.48)
H (-13.83, -5.45, 2.35)

The energy above the lowest of the compared OMol25 structures with the same formula, charge and spin comes out at 44.22 kcal per mole. Its HOMO energy is -8.453 eV. Its electronic energy is -5561.30963 a.u. The frontier orbital gap is 0.315 hartree.


[3]
Here is 2 unconnected molecules or ions with the total composition CH7NS2 in a non-equilibrium geometry from the OMol25 dataset. Energies are from the ωB97M-V functional and the def2-TZVPD basis.

Positions of all 11 atoms, in Å:
C (1.90, -1.04, 0.91)
N (0.83, -0.13, 0.29)
H (2.48, -0.64, 1.79)
H (1.34, -2.00, 1.10)
H (2.77, -1.08, 0.11)
H (1.35, 0.72, -0.01)
H (0.10, 0.05, 0.92)
S (-2.83, 1.37, -0.17)
S (-2.72, 0.33, -2.07)
H (-1.49, 1.47, -0.21)
H (-3.74, 0.96, -2.66)

The energy above the lowest of the compared OMol25 structures with the same formula, charge and spin comes out at 26.71 kcal per mole. Its structure (SMILES) is CN.SS. Its HOMO energy is -8.904 eV. Its electronic energy is -893.37812 a.u. The frontier orbital gap is 0.329 hartree.


[4]
Here is 2 unconnected molecules or ions with the total composition C4H12BN in a non-equilibrium geometry from the OMol25 dataset. Energies are from the ωB97M-V functional and the def2-TZVPD basis.

Positions of all 18 atoms, in Å:
B (-2.28, 0.44, -0.65)
C (0.93, 0.88, 1.13)
C (0.44, -1.53, 0.28)
C (0.80, 0.28, -1.27)
C (0.21, -0.08, 0.06)
N (-1.21, 0.25, 0.08)
H (-3.22, 0.88, -0.20)
H (-2.29, 0.10, -1.78)
H (0.64, 0.77, 2.20)
H (1.95, 0.41, 1.23)
H (1.14, 2.00, 0.98)
H (-0.42, -2.16, 0.40)
H (0.96, -1.83, 1.22)
H (0.98, -1.94, -0.66)
H (0.44, -0.51, -2.05)
H (0.47, 1.26, -1.50)
H (1.92, 0.41, -1.11)
H (-1.45, 0.38, 1.63)

The energy above the lowest of the compared OMol25 structures with the same formula, charge and spin comes out at 94.05 kcal per mole. Its HOMO energy is -9.737 eV. Its electronic energy is -239.08657 a.u. The frontier orbital gap is 0.365 hartree.


[5]
Here is 2 unconnected molecules or ions with the total composition C4H9NO2 in a non-equilibrium geometry from the OMol25 dataset. Energies are from the ωB97M-V functional and the def2-TZVPD basis.

Positions of all 16 atoms, in Å:
C (2.81, -0.09, -0.02)
O (2.05, -1.33, -0.25)
C (1.48, -0.29, 0.51)
C (0.39, 0.32, -0.33)
C (-0.95, 0.59, 0.26)
N (-0.17, 1.72, -0.25)
H (2.95, 0.41, -0.98)
H (3.64, -0.23, 0.66)
H (1.34, -0.41, 1.61)
H (0.31, -0.06, -1.34)
H (-1.08, 0.55, 1.33)
H (-1.84, 0.28, -0.32)
H (0.32, 2.24, 0.51)
O (-4.24, -0.63, -0.06)
H (-5.20, -0.65, 0.23)
H (-4.02, -1.58, -0.07)

The energy above the lowest of the compared OMol25 structures with the same formula, charge and spin comes out at 92.21 kcal per mole. Its structure (SMILES) is C1O[C@@H]1[C@H]1CN1.O. Its HOMO energy is -9.255 eV. Its electronic energy is -362.93859 a.u. The frontier orbital gap is 0.367 hartree.


[6]
Here is a gas-phase ion, C4H7N2 (charge +1) in a non-equilibrium geometry from the OMol25 dataset. Energies are from the ωB97M-V functional and the def2-TZVPD basis.

Positions of all 13 atoms, in Å:
H (-2.87, -0.44, -0.07)
N (-1.90, -0.03, -0.13)
C (-1.04, -0.81, 0.39)
C (0.35, -0.49, 0.10)
C (1.28, -1.46, 0.07)
C (0.75, 0.96, -0.16)
N (-0.01, 1.97, -0.43)
H (-1.19, -1.76, 0.94)
H (2.29, -1.27, -0.37)
H (1.11, -2.45, 0.40)
H (1.84, 0.93, -0.11)
H (-1.07, 1.96, -0.25)
H (0.47, 2.88, -0.40)

The energy above the lowest of the compared OMol25 structures with the same formula, charge and spin comes out at 56.03 kcal per mole. Its structure (SMILES) is [H]/N=C/C(=C)C=[NH2+]. Its HOMO energy is -14.818 eV. Its electronic energy is -265.81918 a.u. Its total charge is +1. The frontier orbital gap is 0.341 hartree.